Entry 1:
A single C16H20F4N6O2 molecule. Source: the OMol25 dataset; level of theory: ωB97M-V/def2-TZVPD.

The geometry in XYZ format:
```
48
C16H20F4N6O2 (ωB97M-V/def2-TZVPD)
O 2.637 0.105 1.745
C 3.131 -0.207 0.688
N 3.924 0.551 -0.075
H 4.158 0.224 -1.000
C 4.150 1.958 0.197
C 2.967 2.826 -0.254
H 3.334 3.788 -0.611
H 2.471 2.320 -1.085
C 1.934 3.038 0.870
N 0.591 3.007 0.361
C -0.329 2.051 0.592
N -1.434 2.260 -0.076
C -1.225 3.405 -0.779
C 0.027 3.881 -0.523
H 0.546 4.746 -0.881
H -1.986 3.806 -1.418
H -0.156 1.227 1.256
H 2.018 2.236 1.605
H 2.110 3.995 1.372
H 5.059 2.243 -0.334
H 4.316 2.070 1.270
C 2.934 -1.653 0.141
F 3.466 -1.800 -1.104
F 3.596 -2.532 0.926
C 1.439 -2.014 0.055
F 0.876 -2.061 1.284
F 1.279 -3.264 -0.461
C 0.682 -0.977 -0.822
O 1.205 0.079 -1.111
N -0.535 -1.386 -1.157
H -0.839 -2.313 -0.893
C -1.465 -0.581 -1.925
C -2.896 -0.817 -1.461
H -3.560 -0.230 -2.097
H -3.163 -1.870 -1.583
C -3.101 -0.384 -0.002
N -4.496 -0.399 0.342
C -5.229 -1.451 0.776
N -6.487 -1.148 0.930
C -6.592 0.160 0.576
C -5.370 0.642 0.206
H -5.047 1.609 -0.119
H -7.535 0.666 0.614
H -4.804 -2.415 0.977
H -2.709 0.633 0.122
H -2.566 -1.055 0.675
H -1.368 -0.833 -2.987
H -1.185 0.464 -1.780
```

The net charge is 0. As for the SMILES: O=C(NCCCn1ccnc1)C(F)(F)C(F)(F)C(=O)NCCCn1ccnc1. The frontier orbital gap is 9.09 eV. As for the LUMO energy: 0.582 eV. The highest occupied orbital energy is -8.504 eV.



Entry 2:
A gas-phase ion, C3H5F3NO2 (charge -1). Source: the OMol25 dataset; level of theory: ωB97M-V/def2-TZVPD.

The geometry in XYZ format:
```
14
C3H5F3NO2 (ωB97M-V/def2-TZVPD)
C -1.374 -0.128 -0.887
C 0.462 0.089 0.860
C 1.509 0.031 -0.211
N -1.127 -0.459 0.531
O -1.230 -1.759 0.756
O 0.280 1.416 1.276
F 1.612 -1.162 -0.818
F 1.375 0.940 -1.194
F 2.780 0.258 0.277
H -0.816 -0.765 -1.586
H -2.440 -0.287 -1.063
H -1.136 0.924 -1.068
H 0.779 -0.571 1.677
H -0.675 1.472 1.450
```

The net charge is -1. As for the SMILES: CN([O-])[C@H](O)C(F)(F)F. The frontier orbital gap is 6.12 eV. As for the LUMO energy: 4.061 eV. The highest occupied orbital energy is -2.059 eV.



Entry 3:
A molecular structure, H24O12Xe. Source: the OMol25 dataset; level of theory: ωB97M-V/def2-TZVPD.

The geometry in XYZ format:
```
37
H24O12Xe (ωB97M-V/def2-TZVPD)
Xe 16.974 -5.153 -10.276
O 19.634 -1.944 -10.020
H 19.998 -2.666 -9.506
H 18.908 -1.615 -9.490
O 13.911 -2.910 -11.879
H 13.872 -3.846 -12.077
H 13.634 -2.482 -12.689
O 14.185 -6.172 -7.667
H 14.204 -5.328 -8.118
H 13.862 -5.968 -6.789
O 21.148 -5.546 -12.142
H 21.241 -6.463 -12.401
H 20.202 -5.407 -12.087
O 19.296 -2.672 -12.957
H 19.028 -3.589 -13.020
H 19.264 -2.477 -12.020
O 13.858 -5.685 -12.573
H 14.076 -6.560 -12.251
H 13.815 -5.782 -13.524
O 18.492 -5.398 -13.353
H 18.902 -5.859 -14.085
H 17.605 -5.204 -13.657
O 13.750 -3.791 -9.095
H 14.052 -3.204 -8.401
H 14.065 -3.387 -9.904
O 17.246 -8.077 -12.289
H 17.927 -8.677 -11.986
H 17.713 -7.265 -12.487
O 19.204 -8.158 -8.718
H 18.392 -8.067 -8.220
H 18.928 -8.507 -9.566
O 16.507 -7.554 -7.593
H 15.688 -7.075 -7.719
H 16.700 -7.459 -6.660
O 14.461 -8.498 -11.606
H 14.506 -9.210 -12.244
H 15.375 -8.271 -11.435
```

The net charge is 0. The frontier orbital gap is 10.26 eV. As for the LUMO energy: -0.228 eV. The highest occupied orbital energy is -10.486 eV.



Entry 4:
2 unconnected molecules or ions with the total composition C4H9N. Source: the OMol25 dataset; level of theory: ωB97M-V/def2-TZVPD.

The geometry in XYZ format:
```
14
C4H9N (ωB97M-V/def2-TZVPD)
C -3.123 4.622 1.503
C -3.648 3.518 1.011
H -2.798 4.648 2.536
H -3.175 5.585 1.009
H -3.668 2.632 1.639
H -3.978 3.305 0.002
C 1.866 -2.362 -1.369
C 3.421 -3.983 -0.522
N 2.899 -3.397 -1.516
H 0.808 -2.616 -1.206
H 2.173 -1.679 -0.583
H 1.840 -1.826 -2.316
H 2.928 -4.754 0.092
H 4.456 -3.693 -0.281
```

The net charge is 0. As for the SMILES: C=NC.C=C. The frontier orbital gap is 8.29 eV. As for the LUMO energy: 0.264 eV. The highest occupied orbital energy is -8.030 eV.



Entry 5:
A single C3H3FP2 molecule. Source: the OMol25 dataset; level of theory: ωB97M-V/def2-TZVPD.

The geometry in XYZ format:
```
9
C3H3FP2 (ωB97M-V/def2-TZVPD)
C -0.445 -0.961 0.058
C 0.894 1.549 0.184
C -1.712 -0.808 0.269
F -2.709 -1.631 -0.184
P -0.412 2.475 -0.257
P 1.015 -0.160 0.633
H -0.189 -1.721 -0.658
H 1.761 2.000 0.449
H 1.796 -0.743 -0.495
```

The net charge is 0. The frontier orbital gap (spin up / spin down) is 7.68 / 7.30 eV. As for the LUMO energy (spin up / spin down): -1.064 / -1.105 eV. The highest occupied orbital energy (spin up / spin down) is -8.743 / -8.404 eV.



Entry 6:
A single C5H7PS3 molecule. Source: the OMol25 dataset; level of theory: ωB97M-V/def2-TZVPD.

The geometry in XYZ format:
```
16
C5H7PS3 (ωB97M-V/def2-TZVPD)
C 2.094 0.702 -0.386
C 2.320 -0.626 0.049
C 0.795 1.021 -0.760
C 0.962 -1.117 0.021
C 0.121 -0.013 -0.252
P -1.810 -0.037 -0.284
S -2.670 0.081 -2.019
S -2.339 -1.746 0.859
S -2.392 1.717 0.736
H 2.784 1.516 -0.654
H 2.987 -0.811 0.820
H 0.225 1.815 -1.006
H 0.449 -1.958 -0.371
H 0.748 -1.670 0.983
H -2.593 -0.887 1.831
H -3.737 1.721 0.641
```

The net charge is 0. As for the SMILES: S=P(S)(S)C1=CC=CC1. The frontier orbital gap is 8.35 eV. As for the LUMO energy: -0.073 eV. The highest occupied orbital energy is -8.425 eV.



Entry 7:
A molecular structure, C27H51BrGaN2O3. Source: the OMol25 dataset; level of theory: ωB97M-V/def2-TZVPD.

The geometry in XYZ format:
```
85
C27H51BrGaN2O3 (ωB97M-V/def2-TZVPD)
C -0.612 -0.426 2.827
C 0.474 -0.881 3.912
O 0.988 -2.035 3.790
N 0.913 -0.094 5.079
C 1.727 1.104 4.703
C 3.269 0.735 4.318
C 3.500 1.329 2.843
C 4.994 1.208 2.281
Ga 4.888 1.812 0.278
O 6.663 2.006 -0.427
Br 3.916 4.036 0.285
C 3.936 0.447 -0.936
C 2.332 0.459 -0.872
C 1.631 1.711 -1.576
O 2.241 2.581 -2.240
N 0.132 1.786 -1.452
C -0.188 2.832 -0.446
C -1.364 3.822 -0.733
C -1.659 4.939 0.304
C -0.841 5.127 1.620
C 0.288 4.113 1.912
C 0.588 3.000 0.883
H -1.042 0.601 3.130
H -1.473 -1.177 2.703
H -0.072 -0.286 1.830
H 0.097 0.216 5.635
H 1.710 1.925 5.514
H 1.224 1.597 3.780
H 4.013 1.141 5.080
H 3.312 -0.415 4.212
H 3.093 2.405 2.718
H 2.840 0.687 2.136
H 5.722 1.934 2.794
H 5.392 0.127 2.261
H 6.602 2.073 -1.408
H 4.272 0.487 -2.041
H 4.266 -0.601 -0.565
H 1.885 0.355 0.172
H 1.974 -0.477 -1.460
H -0.219 0.860 -1.129
H -2.001 3.739 -1.682
H -2.513 5.673 0.084
H -1.086 5.986 2.321
H 0.908 4.189 2.869
H 1.425 2.259 1.095
C 1.104 -6.444 -4.925
C 2.041 -6.357 -3.727
C 1.444 -5.578 -2.554
C 1.129 -4.107 -2.845
C 2.321 -3.271 -3.315
C 3.434 -3.179 -2.280
H 0.874 -5.456 -5.331
H 1.565 -7.030 -5.724
H 0.164 -6.931 -4.648
H 2.993 -5.917 -4.037
H 2.270 -7.373 -3.389
H 2.128 -5.644 -1.702
H 0.519 -6.072 -2.232
H 0.715 -3.656 -1.936
H 0.337 -4.045 -3.597
H 1.968 -2.259 -3.538
H 2.723 -3.667 -4.254
H 3.065 -2.735 -1.351
H 4.247 -2.552 -2.656
H 3.855 -4.160 -2.050
C -7.660 1.612 -1.599
C -6.872 0.451 -1.007
C -6.704 0.552 0.510
C -5.919 1.776 0.995
C -4.505 1.906 0.426
C -3.592 0.754 0.810
H -7.157 2.568 -1.435
H -7.774 1.480 -2.678
H -8.659 1.668 -1.157
H -5.897 0.379 -1.498
H -7.398 -0.482 -1.237
H -6.219 -0.360 0.873
H -7.695 0.569 0.978
H -5.860 1.737 2.090
H -6.479 2.686 0.759
H -4.064 2.835 0.802
H -4.537 2.002 -0.664
H -3.502 0.675 1.897
H -2.591 0.913 0.397
H -3.958 -0.201 0.424
```

The net charge is -1. The frontier orbital gap is 7.41 eV. As for the LUMO energy: 2.281 eV. The highest occupied orbital energy is -5.129 eV.



Entry 8:
A molecular structure, C14H30NO3P2V. Source: the OMol25 dataset; level of theory: ωB97M-V/def2-TZVPD.

The geometry in XYZ format:
```
51
C14H30NO3P2V (ωB97M-V/def2-TZVPD)
V 0.014 0.281 0.537
P -2.365 -0.158 -0.040
C -2.251 0.266 -1.837
C -0.960 0.953 -2.220
N 0.140 0.771 -1.451
C 1.378 1.035 -1.949
C 1.537 1.633 -3.182
C 0.423 1.894 -3.962
C -0.840 1.534 -3.479
C 2.553 0.682 -1.048
P 2.228 -0.872 -0.022
H -1.710 1.655 -4.108
H 2.563 1.877 -3.481
H 0.548 2.419 -4.892
H 3.453 0.440 -1.643
H 2.772 1.461 -0.283
H -2.400 -0.684 -2.356
H -3.116 0.907 -2.092
H -1.128 -2.484 -2.368
O -1.845 -2.770 -2.937
H -1.617 -2.458 -3.837
H 0.824 -2.487 -0.369
O -0.121 -2.475 -0.478
H -0.364 -3.429 -0.571
C 2.925 -2.184 -1.120
H 3.863 -1.885 -1.612
H 3.151 -3.112 -0.569
H 2.250 -2.449 -1.952
C 3.280 -0.933 1.471
H 3.122 -1.921 1.934
H 4.345 -0.779 1.221
H 2.900 -0.169 2.172
C -3.205 1.245 0.700
H -4.183 1.369 0.235
H -3.312 1.083 1.778
H -2.622 2.158 0.553
C -3.461 -1.569 0.110
H -3.698 -1.736 1.162
H -4.393 -1.417 -0.439
H -3.001 -2.477 -0.278
C 1.201 2.172 3.870
C 0.375 0.960 3.450
C -0.879 0.785 4.304
O -0.009 1.157 2.083
H 0.612 3.088 3.705
H 2.117 2.236 3.269
H 1.479 2.106 4.929
H 1.002 0.052 3.539
H -1.546 1.651 4.179
H -1.426 -0.121 4.014
H -0.604 0.701 5.362
```

The net charge is +1. The frontier orbital gap (spin up / spin down) is 7.10 / 9.29 eV. As for the LUMO energy (spin up / spin down): -2.652 / -2.931 eV. The highest occupied orbital energy (spin up / spin down) is -9.752 / -12.224 eV. Its multiplicity is 4.